1.
C11H17O6P | ωB97M-V/def2-TZVPD

Atoms and positions in Å:
C: 0.571 -2.547 1.161
C: 1.546 -1.432 1.461
O: 1.339 -0.358 0.510
P: 1.564 1.168 0.933
O: 2.181 1.327 2.257
C: -0.021 2.019 0.725
C: -1.272 1.128 0.817
C: -2.282 1.382 -0.322
C: -3.034 0.147 -0.660
C: -3.138 -0.534 -1.794
C: -3.982 -1.732 -1.561
O: -4.356 -2.571 -2.307
O: -4.283 -1.774 -0.199
C: -3.842 -0.600 0.364
O: -4.071 -0.299 1.491
O: 2.381 1.749 -0.304
C: 3.645 1.145 -0.642
C: 3.510 0.223 -1.838
H: 0.629 -3.298 1.950
H: 0.776 -3.011 0.197
H: -0.451 -2.163 1.154
H: 2.578 -1.769 1.340
H: 1.421 -1.047 2.472
H: 0.019 2.556 -0.223
H: -0.023 2.762 1.524
H: -1.775 1.283 1.771
H: -0.986 0.076 0.786
H: -1.759 1.720 -1.218
H: -2.992 2.157 -0.026
H: -2.686 -0.313 -2.748
H: 4.047 0.626 0.232
H: 4.323 1.969 -0.862
H: 2.787 0.645 -2.537
H: 4.467 0.133 -2.353
H: 3.166 -0.769 -1.549

SMILES: CCOP(=O)(CCCC1=CC(=O)OC1=O)OCC
Total energy: -1222.24714 Eh
ΔE to the lowest compared entry with this formula, charge and spin: 0.0 kcal per mole

---

2.
C4H7IN | ωB97M-V/def2-TZVPD

Atoms and positions in Å:
C: 0.959 -0.003 -1.843
C: 0.125 0.662 -0.847
C: -0.147 1.944 -0.137
I: 0.078 4.000 -0.062
C: -0.922 0.705 0.200
N: -0.611 0.177 1.669
H: 0.597 -1.048 -2.109
H: 1.823 -0.212 -1.381
H: 0.943 0.645 -2.696
H: -1.937 0.570 0.169
H: 0.316 0.460 1.804
H: -0.926 -0.832 1.710
H: -1.350 0.692 2.223

SMILES: CC1=C(I)[C@@H]1[NH3+]
Total energy: -508.67751 Eh
Total charge: +1
ΔE to the lowest compared entry with this formula, charge and spin: 79.2 kcal per mole

---

3.
C19H63N15O16 | ωB97M-V/def2-TZVPD

Atoms and positions in Å:
C: 1.644 3.447 -0.709
O: 1.067 3.526 0.603
C: 0.001 4.459 0.589
C: -0.051 5.275 1.920
C: -0.278 4.380 3.117
N: -1.126 6.253 1.816
H: 2.007 4.392 -1.112
H: 0.842 3.038 -1.327
H: 2.391 2.657 -0.631
H: -0.039 5.203 -0.209
H: -0.942 3.927 0.438
H: 0.882 5.836 1.995
H: -1.274 3.935 3.114
H: -0.109 4.967 4.019
H: 0.418 3.542 3.081
H: -1.197 6.619 0.876
H: -2.016 5.849 2.074
N: -0.800 -3.145 4.493
C: -0.281 -2.388 3.561
N: 0.792 -1.746 3.962
O: -0.879 -2.283 2.514
H: -0.462 -3.129 5.440
H: -1.761 -3.402 4.307
H: 1.094 -0.888 3.523
H: 1.235 -2.009 4.826
N: 3.148 1.065 4.255
C: 2.320 1.483 3.297
N: 2.975 2.181 2.435
O: 1.152 1.185 3.184
H: 4.065 1.470 4.190
H: 2.778 0.603 5.069
H: 3.979 2.135 2.408
H: 2.448 2.703 1.742
N: 4.178 -1.990 -3.893
C: 3.272 -1.057 -3.742
N: 3.213 -0.628 -2.451
O: 2.515 -0.755 -4.642
H: 4.739 -2.303 -3.119
H: 4.494 -2.170 -4.833
H: 3.867 -1.057 -1.809
H: 2.611 0.105 -2.114
N: 0.123 -1.448 0.158
C: 0.277 -0.258 -0.439
N: 0.360 0.696 0.451
O: 0.346 -0.013 -1.664
H: 0.293 -2.267 -0.417
H: -0.430 -1.526 1.005
H: 0.548 1.663 0.239
H: 0.415 0.443 1.425
N: -1.391 1.110 -5.185
C: -2.495 0.738 -4.515
N: -2.218 0.523 -3.236
O: -3.595 0.665 -5.006
H: -1.440 1.306 -6.171
H: -0.581 1.409 -4.661
H: -1.273 0.458 -2.884
H: -2.913 -0.079 -2.827
N: -5.375 -0.132 0.535
C: -4.110 -0.155 0.708
N: -3.445 -0.156 -0.412
O: -3.596 -0.161 1.851
H: -5.765 -0.209 -0.390
H: -5.980 -0.092 1.340
H: -2.439 -0.090 -0.364
H: -3.954 -0.294 -1.268
N: -1.935 0.616 3.947
C: -2.560 1.506 4.724
N: -3.776 1.743 4.323
O: -2.113 2.064 5.741
H: -2.586 0.208 3.288
H: -0.934 0.627 3.834
H: -4.188 1.182 3.593
H: -4.338 2.429 4.799
O: 3.309 -4.809 0.336
C: 3.146 -3.460 0.513
C: 4.447 -2.708 0.317
O: 4.861 -2.495 -1.028
H: 2.530 -5.256 0.675
H: 2.348 -3.257 -0.206
H: 2.792 -3.292 1.534
H: 5.227 -3.228 0.876
H: 4.351 -1.706 0.737
H: 5.522 -3.163 -1.227
O: -0.213 -3.840 -1.250
C: -0.585 -4.125 -2.555
C: -0.209 -2.869 -3.448
O: -0.626 -3.163 -4.790
H: -1.061 -3.745 -0.803
H: 0.026 -4.976 -2.860
H: -1.639 -4.394 -2.633
H: 0.839 -2.566 -3.494
H: -0.615 -1.943 -3.033
H: -0.552 -2.389 -5.355
O: -2.163 -4.207 1.049
C: -3.520 -4.000 0.914
C: -4.165 -3.996 2.336
O: -3.594 -2.979 3.144
H: -1.860 -3.446 1.564
H: -3.693 -3.099 0.318
H: -4.019 -4.813 0.384
H: -3.983 -4.972 2.782
H: -5.228 -3.806 2.175
H: -3.510 -2.165 2.634
O: 1.125 2.005 -3.697
C: 2.287 2.365 -4.460
C: 2.307 3.883 -4.648
O: 1.263 4.330 -5.457
H: 1.372 1.225 -3.189
H: 3.235 2.143 -3.965
H: 2.241 1.849 -5.419
H: 3.298 4.171 -5.004
H: 2.244 4.379 -3.676
H: 0.618 4.726 -4.867

SMILES: COC[C@H](C)N.NC(N)=O.NC(N)=O.NC(N)=O.NC(N)=O.NC(N)=O.NC(N)=O.NC(N)=O.OCCO.OCCO.OCCO.OCCO
Total energy: -2787.08210 Eh
ΔE to the lowest compared entry with this formula, charge and spin: 0.0 kcal per mole

---

4.
C12H82FN3O32P | ωB97M-V/def2-TZVPD

Atoms and positions in Å:
C: 4.945 0.153 -1.498
C: 3.706 0.799 -0.875
C: 3.320 2.075 -1.615
O: 2.065 2.540 -1.088
C: 1.052 2.816 -2.042
C: -0.259 2.890 -1.257
C: -0.771 1.505 -0.883
N: -1.874 0.953 -1.745
C: -1.449 0.781 -3.184
O: -1.337 1.718 -3.892
N: -1.287 -0.568 -3.585
C: 0.046 -1.059 -3.534
O: 0.485 -1.860 -2.805
F: 0.805 -0.467 -4.454
P: -2.291 -0.747 -1.004
C: -3.990 -1.069 -1.466
C: -2.119 -0.602 0.779
C: -3.044 1.920 -1.706
C: -2.656 3.405 -1.575
N: -1.264 3.695 -1.939
H: 4.714 -0.301 -2.471
H: 5.728 0.904 -1.665
H: 5.352 -0.631 -0.846
H: 2.849 0.109 -0.889
H: 3.902 1.070 0.171
H: 3.283 1.945 -2.704
H: 4.067 2.857 -1.427
H: 1.040 1.977 -2.756
H: 1.220 3.758 -2.580
H: 0.006 3.332 -0.282
H: 0.078 0.806 -0.892
H: -1.163 1.518 0.137
H: -1.619 -0.601 -4.553
H: -4.251 -1.949 -0.856
H: -4.721 -0.278 -1.268
H: -4.045 -1.374 -2.516
H: -2.791 0.049 1.347
H: -1.076 -0.337 0.986
H: -2.244 -1.653 1.076
H: -3.690 1.713 -2.562
H: -3.611 1.653 -0.806
H: -2.892 3.791 -0.575
H: -3.287 3.979 -2.264
H: -1.094 4.677 -1.757
O: 1.645 3.045 1.857
H: 2.124 2.248 2.127
H: 1.829 3.137 0.911
O: 1.775 0.193 3.518
H: 0.942 0.602 3.783
H: 1.694 -0.727 3.805
O: 4.088 4.524 2.913
H: 4.653 4.062 3.544
H: 3.401 3.881 2.686
O: 0.023 -4.020 -0.233
H: -0.114 -3.361 -0.929
H: 0.908 -4.366 -0.396
O: 4.960 3.926 5.920
H: 4.724 4.834 5.692
H: 4.769 3.864 6.866
O: -1.503 -3.417 3.038
H: -1.956 -4.253 3.193
H: -1.016 -3.558 2.215
O: 4.923 3.771 -3.828
H: 4.621 3.625 -4.734
H: 4.622 4.660 -3.616
O: -2.039 -6.236 -1.221
H: -2.717 -5.568 -1.361
H: -1.223 -5.735 -1.101
O: -4.260 -3.301 1.070
H: -3.752 -3.597 1.831
H: -4.904 -4.001 0.889
O: 2.877 1.952 5.756
H: 3.635 2.552 5.651
H: 2.915 1.339 5.014
O: 4.545 1.497 8.127
H: 3.884 1.673 7.440
H: 5.338 1.245 7.646
O: 2.980 2.656 -5.747
H: 2.110 3.065 -5.719
H: 2.814 1.708 -5.739
O: 2.670 -3.315 1.853
H: 1.991 -3.277 1.172
H: 3.458 -3.656 1.418
O: -6.369 -5.239 0.067
H: -7.233 -4.817 0.110
H: -6.533 -6.144 0.362
O: 2.792 5.914 5.139
H: 3.137 5.670 4.265
H: 1.857 6.084 4.998
O: -7.169 -6.474 2.690
H: -7.824 -5.769 2.655
H: -6.353 -6.034 2.946
O: -4.317 6.206 -2.288
H: -4.696 5.977 -3.149
H: -4.536 7.137 -2.183
O: -0.977 -9.031 -2.253
H: -1.389 -9.452 -3.012
H: -1.326 -8.133 -2.236
O: 1.431 -3.895 -5.079
H: 0.939 -3.549 -4.330
H: 1.866 -3.143 -5.497
O: -2.526 -0.742 4.637
H: -2.075 -1.411 4.109
H: -3.168 -0.343 4.042
O: -5.306 -3.237 -3.457
H: -5.855 -4.010 -3.284
H: -4.825 -3.468 -4.258
O: 1.387 -2.584 4.676
H: 1.756 -2.935 3.852
H: 0.438 -2.525 4.517
O: 5.168 1.307 2.166
H: 6.003 1.765 2.023
H: 5.415 0.398 2.362
O: 3.529 -4.219 5.732
H: 2.823 -3.562 5.678
H: 4.340 -3.706 5.801
O: 4.755 -7.044 6.472
H: 4.295 -7.434 5.724
H: 4.390 -6.152 6.531
O: -6.322 5.852 -4.765
H: -7.127 6.380 -4.734
H: -6.619 4.950 -4.610
O: -2.884 6.079 -4.867
H: -3.128 5.688 -5.712
H: -2.370 5.401 -4.415
O: -4.591 4.644 0.824
H: -4.528 5.289 1.535
H: -4.913 5.146 0.064
O: 3.807 -3.789 -6.805
H: 4.361 -4.087 -6.077
H: 3.204 -4.524 -6.959

Total energy: -3519.32011 Eh
Total charge: +1

---

HOMO-LUMO gap, record by record: 9.83 9.39 8.86 8.23 eV
E_LUMO, record by record: -0.80 -3.68 -0.08 -3.76 eV